This record from the Open Molecules 2025 dataset describes a single H4OP2S molecule at a distorted geometry. The level of theory is ωB97M-V/def2-TZVPD.

Calculated values
E = -1158.53107 hartree
HOMO-LUMO gap = 9.6 eV
Energy above the lowest of the compared OMol25 structures with the same formula, charge and spin = 7.55 kJ/mol
HOMO level = -9.2 eV

Each line ends with the Mulliken charge.
Cartesian coordinates (Å):
P1 1.65 0.68 -0.39  0.03
O1 -0.02 0.38 -0.15  -0.27
P2 -0.95 -0.81 0.42  0.34
S1 -2.67 -0.17 0.97  -0.35
H1 1.45 1.09 -1.71  0.06
H2 1.54 1.98 0.10  0.06
H3 -0.88 -1.73 -0.61  0.06
H4 -0.11 -1.41 1.37  0.06

---

This record from the Open Molecules 2025 dataset describes 2 unconnected molecules or ions with the total composition H4OS2 at a distorted geometry. The level of theory is ωB97M-V/def2-TZVPD.

Calculated values
E = -873.99358 hartree
HOMO-LUMO gap = 10.1 eV
Energy above the lowest of the compared OMol25 structures with the same formula, charge and spin = 19.38 kJ/mol
HOMO level = -9.8 eV

Each line ends with the Mulliken charge.
Cartesian coordinates (Å):
S1 1.44 -0.85 1.42  -0.16
S2 0.64 0.97 1.01  -0.12
H1 2.73 -0.53 1.19  0.17
H2 0.36 0.78 -0.30  0.09
O1 -1.99 -0.38 -0.96  -0.63
H3 -2.02 0.60 -0.89  0.32
H4 -1.16 -0.57 -1.46  0.32

---

This record from the Open Molecules 2025 dataset describes 2 unconnected molecules or ions with the total composition H4P2S6 at a distorted geometry. The level of theory is ωB97M-V/def2-TZVPD.

Calculated values
E = -3074.23371 hartree
HOMO-LUMO gap = 6.3 eV
Energy above the lowest of the compared OMol25 structures with the same formula, charge and spin = 73.01 kJ/mol
HOMO level = -9.1 eV

Each line ends with the Mulliken charge.
Cartesian coordinates (Å):
P1 0.88 2.69 -1.54  0.41
P2 1.50 1.00 0.42  0.34
S1 2.44 2.94 -2.66  -0.29
S2 3.18 0.41 0.93  -0.22
S3 0.04 4.22 -0.66  -0.29
S4 -0.37 1.27 -2.35  -0.14
S5 -1.11 -1.15 0.55  -0.30
S6 0.71 2.07 2.08  -0.14
H1 -2.33 -1.16 1.01  0.15
H2 0.42 1.12 -3.32  0.16
H3 -0.61 -2.15 1.44  0.19
H4 -0.36 2.38 1.30  0.14

---

This record from the Open Molecules 2025 dataset describes 2 unconnected molecules or ions with the total composition H4S2. The level of theory is ωB97M-V/def2-TZVPD.

Calculated values
E = -798.74616 hartree
HOMO-LUMO gap = 10.6 eV
Energy above the lowest of the compared OMol25 structures with the same formula, charge and spin = 8.52 kJ/mol
HOMO level = -9.8 eV

Each line ends with the Mulliken charge.
Cartesian coordinates (Å):
S1 -2.40 -6.36 8.94  -0.20
H1 -2.88 -5.25 8.34  0.04
H2 -1.15 -5.86 8.99  0.14
S2 -3.20 -2.63 7.52  -0.26
H3 -2.10 -3.35 7.79  0.13
H4 -2.48 -1.54 7.21  0.16

---

This record from the Open Molecules 2025 dataset describes 2 unconnected molecules or ions with the total composition H4S2. The level of theory is ωB97M-V/def2-TZVPD.

Calculated values
E = -798.74661 hartree
HOMO-LUMO gap = 10.7 eV
Energy above the lowest of the compared OMol25 structures with the same formula, charge and spin = 7.34 kJ/mol
HOMO level = -9.8 eV

Each line ends with the Mulliken charge.
Cartesian coordinates (Å):
S1 2.74 -0.75 2.91  -0.29
H1 3.34 -1.87 3.33  0.15
H2 2.37 -0.26 4.11  0.15
S2 -2.82 0.80 -2.95  -0.29
H3 -2.79 1.17 -4.24  0.15
H4 -1.48 0.75 -2.88  0.15

---

This record from the Open Molecules 2025 dataset describes 2 unconnected molecules or ions with the total composition H4S4. The level of theory is ωB97M-V/def2-TZVPD.

Calculated values
E = -1595.12311 hartree
HOMO-LUMO gap = 9.5 eV
Energy above the lowest of the compared OMol25 structures with the same formula, charge and spin = 8.95 kJ/mol
HOMO level = -9.3 eV

Each line ends with the Mulliken charge.
Cartesian coordinates (Å):
S1 0.27 -2.06 1.51  -0.15
S2 1.24 -1.04 -0.02  -0.17
H1 -0.53 -1.03 1.76  0.17
H2 2.48 -0.94 0.51  0.17
S3 -0.38 2.23 -1.28  -0.15
S4 -1.77 0.71 -1.11  -0.16
H3 -0.34 2.48 0.01  0.17
H4 -0.97 -0.37 -1.38  0.13

---

This record from the Open Molecules 2025 dataset describes 2 unconnected molecules or ions with the total composition H4S4 at a distorted geometry. The level of theory is ωB97M-V/def2-TZVPD.

Calculated values
E = -1595.09574 hartree
HOMO-LUMO gap = 8.2 eV
Energy above the lowest of the compared OMol25 structures with the same formula, charge and spin = 80.82 kJ/mol
HOMO level = -8.6 eV

Each line ends with the Mulliken charge.
Cartesian coordinates (Å):
S1 -0.52 -1.78 1.94  -0.12
S2 -1.83 -1.52 0.17  -0.18
H1 0.37 -1.04 1.44  0.13
H2 -2.20 -2.80 0.18  0.17
S3 2.15 2.03 -0.59  -0.17
S4 0.26 2.81 -1.03  -0.10
H3 1.98 0.69 -0.82  0.14
H4 -0.22 1.61 -1.28  0.13

---

This record from the Open Molecules 2025 dataset describes 25 unconnected molecules or ions with the total composition H50O25 at a distorted geometry. The level of theory is ωB97M-V/def2-TZVPD.

Calculated values
E = -1911.01897 hartree
HOMO-LUMO gap = 9.4 eV
Energy above the lowest of the compared OMol25 structures with the same formula, charge and spin = 316.69 kJ/mol
HOMO level = -10.1 eV

Each line ends with the Mulliken charge.
Cartesian coordinates (Å):
O1 -4.28 -2.47 2.98  -0.63
H1 -3.80 -2.50 2.16  0.40
H2 -4.02 -3.27 3.44  0.29
O2 -3.65 2.20 2.46  -0.65
H3 -4.02 1.35 2.68  0.29
H4 -4.16 2.49 1.70  0.31
O3 -1.05 2.59 -1.92  -0.46
H5 -0.79 2.26 -2.78  0.11
H6 -0.29 2.43 -1.37  0.14
O4 0.21 4.40 3.73  -0.60
H7 -0.05 5.15 4.27  0.31
H8 1.16 4.49 3.64  0.29
O5 3.72 0.80 0.53  -0.69
H9 3.03 1.35 0.16  0.42
H10 3.50 0.75 1.46  0.36
O6 4.02 1.09 -2.83  -0.55
H11 3.89 0.14 -2.83  0.36
H12 4.80 1.22 -2.28  0.29
O7 0.42 -4.84 0.56  -0.64
H13 -0.23 -5.45 0.19  0.25
H14 1.20 -4.98 0.03  0.33
O8 -1.03 -1.49 2.42  -0.61
H15 -1.47 -1.05 3.14  0.32
H16 -0.46 -2.13 2.84  0.34
O9 -3.64 2.75 -1.38  -0.68
H17 -3.69 3.52 -0.81  0.32
H18 -2.70 2.66 -1.57  0.48
O10 -5.25 -2.03 -0.51  -0.63
H19 -5.57 -2.65 0.14  0.28
H20 -4.30 -2.06 -0.43  0.41
O11 1.78 2.74 -0.67  -0.62
H21 2.10 3.54 -0.23  0.26
H22 2.20 2.76 -1.53  0.26
O12 0.34 0.32 -0.25  -0.37
H23 0.22 -0.31 0.45  0.12
H24 0.19 1.17 0.16  0.18
O13 -0.87 -3.06 -4.40  -0.63
H25 -0.41 -2.47 -3.81  0.36
H26 -0.25 -3.22 -5.11  0.30
O14 0.76 2.43 -4.03  -0.56
H27 1.67 2.15 -4.06  0.26
H28 0.47 2.42 -4.94  0.26
O15 -1.93 5.43 -1.45  -0.63
H29 -1.87 6.02 -2.20  0.30
H30 -1.73 4.56 -1.81  0.38
O16 0.78 -3.36 2.79  -0.64
H31 1.72 -3.34 2.96  0.24
H32 0.69 -3.83 1.96  0.38
O17 -2.77 -2.43 0.53  -0.69
H33 -2.26 -1.88 1.13  0.39
H34 -2.17 -3.13 0.28  0.23
O18 1.02 -0.78 4.76  -0.57
H35 1.76 -1.24 5.16  0.26
H36 1.41 -0.17 4.14  0.33
O19 3.41 0.80 3.27  -0.67
H37 4.11 0.21 3.56  0.29
H38 3.33 1.45 3.97  0.29
O20 0.54 -0.74 -2.86  -0.56
H39 0.43 -0.55 -1.93  0.29
H40 -0.06 -0.13 -3.30  0.36
O21 -2.17 2.99 4.49  -0.66
H41 -1.26 3.05 4.19  0.31
H42 -2.69 2.95 3.68  0.40
O22 3.02 -1.73 -3.28  -0.67
H43 2.83 -2.60 -3.66  0.32
H44 2.17 -1.43 -2.95  0.35
O23 2.45 -4.23 -1.43  -0.61
H45 2.59 -3.40 -0.98  0.41
H46 2.22 -3.99 -2.32  0.26
O24 3.42 -2.10 0.29  -0.58
H47 3.46 -1.15 0.21  0.36
H48 3.68 -2.28 1.20  0.22
O25 -1.64 0.45 -4.12  -0.68
H49 -2.03 1.30 -4.33  0.26
H50 -2.16 0.13 -3.38  0.33

---

This record from the Open Molecules 2025 dataset describes 27 unconnected molecules or ions with the total composition H54O27 at a distorted geometry. The level of theory is ωB97M-V/def2-TZVPD.

Calculated values
E = -2063.89002 hartree
HOMO-LUMO gap = 8.1 eV
Energy above the lowest of the compared OMol25 structures with the same formula, charge and spin = 328.46 kJ/mol
HOMO level = -8.9 eV

Each line ends with the Mulliken charge.
Cartesian coordinates (Å):
O1 4.34 -1.11 -2.06  -0.60
H1 3.49 -0.81 -1.74  0.26
H2 4.88 -1.17 -1.28  0.29
O2 -3.53 -1.21 1.56  -0.80
H3 -2.61 -1.08 1.80  0.39
H4 -3.73 -2.10 1.84  0.29
O3 -1.97 -1.17 -3.82  -0.64
H5 -1.75 -1.38 -2.91  0.32
H6 -2.91 -0.99 -3.81  0.25
O4 -0.98 -0.94 5.91  -0.63
H7 -0.10 -1.27 5.72  0.32
H8 -1.11 -0.23 5.28  0.30
O5 -3.32 -1.64 -1.19  -0.57
H9 -3.13 -2.58 -1.28  0.33
H10 -3.54 -1.53 -0.26  0.33
O6 2.38 2.86 2.92  -0.68
H11 1.70 2.18 2.95  0.45
H12 2.04 3.52 2.32  0.41
O7 2.37 -1.33 -4.15  -0.54
H13 3.14 -0.77 -4.07  0.23
H14 2.36 -1.60 -5.07  0.24
O8 -0.81 -4.54 0.73  -0.64
H15 -1.34 -5.19 1.18  0.29
H16 0.01 -5.00 0.52  0.28
O9 -0.77 -1.79 1.85  -0.14
H17 -0.92 -2.58 1.34  0.18
H18 -0.54 -2.11 2.72  0.07
O10 2.72 0.96 -0.64  -0.54
H19 1.91 0.47 -0.48  0.34
H20 2.65 1.73 -0.08  0.27
O11 0.58 0.91 3.11  -0.60
H21 -0.35 0.73 3.15  0.21
H22 0.95 0.47 3.88  0.20
O12 4.60 2.30 -1.93  -0.68
H23 3.98 1.87 -1.35  0.47
H24 4.16 3.11 -2.19  0.33
O13 -0.82 -3.93 -4.82  -0.65
H25 -1.74 -4.09 -5.00  0.30
H26 -0.81 -3.19 -4.22  0.37
O14 1.94 1.58 -3.78  -0.52
H27 1.43 2.35 -3.53  0.26
H28 2.83 1.91 -3.90  0.28
O15 0.59 -2.12 -2.10  -0.33
H29 0.95 -2.98 -1.89  0.21
H30 1.15 -1.79 -2.81  0.22
O16 -2.46 -4.61 -1.41  -0.66
H31 -1.81 -4.62 -0.71  0.39
H32 -2.19 -5.31 -2.00  0.33
O17 0.37 2.93 -0.74  -0.54
H33 0.39 3.21 0.17  0.29
H34 0.22 1.99 -0.70  0.45
O18 -0.92 -3.92 3.98  -0.57
H35 -1.31 -4.00 4.85  0.32
H36 -0.12 -3.42 4.13  0.30
O19 -1.72 3.85 2.80  -0.68
H37 -1.60 4.68 3.27  0.33
H38 -2.44 4.01 2.20  0.27
O20 0.58 4.37 1.56  -0.73
H39 0.06 4.03 2.29  0.43
H40 0.17 5.21 1.35  0.23
O21 0.23 0.26 -0.12  -0.60
H41 0.08 0.01 0.79  0.09
H42 -0.21 -0.41 -0.64  0.13
O22 -0.20 0.21 -5.15  -0.66
H43 0.51 0.48 -4.57  0.33
H44 -0.80 -0.28 -4.59  0.46
O23 -0.21 3.42 -3.30  -0.64
H45 0.03 3.38 -2.37  0.46
H46 0.38 4.07 -3.68  0.26
O24 -1.94 1.58 4.48  -0.62
H47 -1.55 2.35 4.07  0.37
H48 -2.88 1.74 4.45  0.22
O25 -4.81 1.36 1.80  -0.62
H49 -4.50 1.59 2.67  0.26
H50 -4.47 0.48 1.64  0.39
O26 1.51 -2.40 3.94  -0.55
H51 2.13 -2.51 4.66  0.26
H52 2.06 -2.29 3.16  0.25
O27 2.69 4.44 -2.27  -0.62
H53 2.24 4.99 -2.91  0.27
H54 2.10 4.39 -1.53  0.27

---

This record from the Open Molecules 2025 dataset describes 27 unconnected molecules or ions with the total composition H54O27 at a distorted geometry. The level of theory is ωB97M-V/def2-TZVPD.

Calculated values
E = -2063.99164 hartree
HOMO-LUMO gap = 11.0 eV
Energy above the lowest of the compared OMol25 structures with the same formula, charge and spin = 61.65 kJ/mol
HOMO level = -10.8 eV

Each line ends with the Mulliken charge.
Cartesian coordinates (Å):
O1 -0.80 1.55 -2.28  -0.63
H1 -0.27 1.94 -1.61  0.18
H2 -0.40 0.67 -2.31  0.47
O2 1.01 -0.61 -2.16  -0.47
H3 1.64 0.06 -1.72  0.19
H4 0.68 -1.32 -1.60  0.49
O3 -4.42 0.98 -1.13  -0.55
H5 -5.16 0.43 -1.25  0.21
H6 -4.38 1.82 -1.67  0.36
O4 3.91 -3.58 -2.57  -0.59
H7 3.27 -3.32 -3.21  0.37
H8 3.84 -4.48 -2.33  0.25
O5 -1.40 3.14 1.40  -0.65
H9 -2.24 2.97 1.04  0.22
H10 -1.62 3.63 2.26  0.39
O6 1.05 1.26 1.30  -0.72
H11 0.37 1.96 1.23  0.26
H12 1.64 1.41 0.51  0.27
O7 2.98 0.60 -0.71  -0.59
H13 3.72 -0.07 -0.78  0.24
H14 3.33 1.45 -1.13  0.32
O8 -3.23 1.90 5.52  -0.61
H15 -3.21 1.01 5.06  0.31
H16 -3.17 1.69 6.49  0.29
O9 3.31 2.80 -2.66  -0.63
H17 3.01 2.38 -3.45  0.36
H18 3.99 3.37 -2.97  0.29
O10 2.70 -3.56 0.48  -0.70
H19 2.06 -3.87 -0.19  0.36
H20 3.41 -3.13 -0.01  0.34
O11 0.53 -1.54 1.54  -0.67
H21 1.33 -2.11 1.45  0.37
H22 0.81 -0.60 1.35  0.30
O12 -3.02 4.06 3.54  -0.68
H23 -3.66 3.50 3.13  0.36
H24 -2.93 3.71 4.43  0.33
O13 1.03 -1.05 -4.79  -0.74
H25 1.58 -1.84 -4.93  0.31
H26 0.75 -0.99 -3.84  0.37
O14 -2.58 -1.16 -0.97  -0.67
H27 -2.94 -0.35 -1.38  0.33
H28 -2.92 -1.19 -0.09  0.24
O15 -0.95 -0.89 3.66  -0.43
H29 -0.77 -0.36 4.42  0.29
H30 -0.16 -1.22 3.22  0.29
O16 1.98 0.93 3.78  -0.60
H31 2.84 1.33 3.84  0.26
H32 1.65 1.20 2.92  0.48
O17 4.80 -1.61 -0.86  -0.69
H33 4.36 -2.25 -1.45  0.39
H34 5.71 -1.79 -0.91  0.27
O18 -2.14 -3.26 2.38  -0.60
H35 -1.21 -3.18 2.28  0.27
H36 -2.39 -3.26 3.30  0.31
O19 1.94 -4.13 -4.34  -0.76
H37 1.47 -4.17 -3.46  0.39
H38 1.38 -4.54 -5.00  0.30
O20 2.44 1.20 -4.93  -0.71
H39 1.84 0.37 -4.89  0.41
H40 2.11 1.76 -5.63  0.29
O21 0.03 3.91 -1.08  -0.55
H41 -0.35 4.11 -0.17  0.31
H42 0.62 4.62 -1.28  0.25
O22 0.90 -4.65 -1.83  -0.73
H43 0.42 -3.86 -1.46  0.43
H44 0.38 -5.40 -1.60  0.27
O23 -3.09 3.00 -1.72  -0.64
H45 -2.35 2.49 -2.10  0.39
H46 -2.98 3.85 -2.16  0.28
O24 -0.12 0.79 5.76  -0.68
H47 -0.37 1.69 5.58  0.31
H48 0.77 0.75 5.28  0.37
O25 -2.98 -0.17 1.93  -0.66
H49 -2.42 -0.82 2.37  0.20
H50 -2.48 0.64 1.89  0.42
O26 -0.22 -2.56 -0.69  -0.57
H51 -0.06 -2.37 0.25  0.23
H52 -1.03 -2.03 -0.89  0.36
O27 -4.19 2.28 1.79  -0.55
H53 -4.21 1.35 1.70  0.28
H54 -4.70 2.73 1.07  0.27

---

- Which formula does entry 4 have?
  H4S2